(1)
{
  "formula": "C14H16",
  "method": "ωB97M-V/def2-TZVPD",
  "elements": ["C", "C", "C", "C", "C", "C", "C", "H", "H", "H", "H", "H", "H", "H", "H", "C", "C", "C", "C", "C", "C", "C", "H", "H", "H", "H", "H", "H", "H", "H"],
  "positions_angstrom": [[1.38748, -1.63960, -3.10639], [1.84926, -1.32977, -1.72031], [2.24132, -0.02118, -1.40895], [2.85207, 0.24731, -0.19530], [2.95663, -0.73093, 0.78623], [2.51909, -2.01691, 0.49517], [2.00571, -2.31919, -0.75795], [1.24549, -2.69533, -3.32942], [2.05493, -1.23943, -3.87189], [0.42764, -1.16726, -3.33326], [2.01416, 0.76527, -2.11807], [3.19871, 1.24863, -0.00078], [3.39491, -0.53728, 1.75743], [2.63406, -2.78808, 1.24303], [1.77375, -3.33881, -1.02857], [-3.71326, 2.60804, -0.26213], [-2.77228, 1.68020, 0.47934], [-1.96529, 0.79195, -0.22744], [-1.10266, -0.05346, 0.45404], [-1.03575, -0.02326, 1.84020], [-1.80944, 0.87895, 2.54315], [-2.69189, 1.71980, 1.86676], [-4.23304, 2.13242, -1.09107], [-3.15766, 3.48225, -0.63668], [-4.43209, 3.05292, 0.42277], [-2.00714, 0.70732, -1.30897], [-0.46828, -0.78601, -0.03160], [-0.31992, -0.66040, 2.33468], [-1.74248, 0.95254, 3.62629], [-3.35016, 2.36110, 2.43768]],
  "atomic_forces_ev_per_a": [[-0.64, 0.16, -0.73], [0.46, 0.20, 0.03], [-0.22, -0.59, 0.16], [-0.37, 0.32, 0.16], [0.01, -0.40, -0.28], [0.16, 0.15, 0.14], [0.09, 0.08, -0.22], [0.15, -0.13, 0.30], [0.23, -0.04, 0.17], [-0.10, 0.05, 0.19], [0.35, 0.08, -0.05], [0.03, 0.20, 0.12], [0.01, 0.18, -0.10], [-0.07, -0.13, 0.01], [-0.14, -0.14, 0.11], [0.47, 0.56, 0.35], [-0.43, 0.27, -0.41], [0.27, -0.42, 0.10], [0.03, -0.28, 0.30], [0.26, 0.31, -0.12], [-0.26, 0.28, 0.25], [0.20, -0.46, 0.00], [0.04, -0.04, 0.01], [-0.04, -0.35, -0.18], [-0.26, -0.23, 0.04], [-0.14, 0.24, 0.05], [-0.09, 0.18, -0.36], [-0.02, -0.13, 0.19], [-0.01, -0.13, -0.15], [0.04, 0.18, -0.07]],
  "de_lowest_kcal_mol": 3.2,
  "energy_ev": -14777.6245,
  "mol_weight_g_mol": 184.28,
  "smiles": "Cc1ccccc1.Cc1ccccc1"
}

=====

(2)
{
  "formula": "C3H5Cl3",
  "method": "ωB97M-V/def2-TZVPD",
  "elements": ["C", "C", "C", "Cl", "Cl", "Cl", "H", "H", "H", "H", "H"],
  "positions_angstrom": [[1.57920, 0.12952, 1.00732], [-0.96172, -0.59280, -0.97986], [-0.46696, 0.63707, -0.22866], [-1.59522, -1.84803, 0.10515], [-1.69589, 1.06439, 0.94851], [-0.07468, 1.89768, -1.29899], [1.14166, 0.27067, 1.99369], [1.75822, -0.86720, 0.82100], [2.27403, 0.89613, 0.79559], [-1.89836, -0.45401, -1.58989], [-0.06027, -1.13342, -1.57387]],
  "atomic_forces_ev_per_a": [[-3.98, 1.88, 0.31], [1.34, -1.78, -1.48], [1.53, -1.80, 1.73], [0.31, -0.60, 0.51], [0.30, 0.62, 0.20], [0.28, 0.76, -0.61], [-0.12, 0.00, -0.16], [0.56, -1.92, -0.86], [0.59, 0.53, -0.82], [1.47, 0.66, 0.07], [-2.28, 1.65, 1.11]],
  "de_lowest_kcal_mol": 83.1,
  "energy_ev": -40756.0364,
  "mol_weight_g_mol": 147.43
}

=====

(3)
{
  "formula": "C54H47Cl2N2O4SiTeTi",
  "method": "ωB97M-V/def2-TZVPD",
  "elements": ["Ti", "C", "C", "C", "C", "C", "O", "C", "C", "C", "C", "C", "C", "C", "O", "C", "C", "C", "N", "C", "C", "Te", "C", "C", "C", "C", "C", "C", "C", "C", "C", "C", "C", "C", "H", "H", "H", "H", "H", "H", "H", "H", "H", "H", "H", "H", "H", "H", "H", "H", "H", "H", "H", "H", "H", "H", "H", "H", "Cl", "C", "C", "C", "Cl", "C", "C", "C", "C", "N", "C", "C", "O", "H", "H", "H", "H", "C", "C", "C", "C", "Si", "O", "C", "C", "C", "C", "C", "C", "C", "C", "C", "C", "C", "C", "H", "H", "H", "H", "H", "H", "H", "H", "H", "H", "H", "H", "H", "H", "H", "H", "H", "H", "H"],
  "positions_angstrom": [[-0.71661, 0.42594, -0.79396], [-3.65372, 0.16128, 5.49123], [-3.29865, 0.11639, 4.02697], [-3.64869, -0.96301, 3.22777], [-3.35682, -1.02082, 1.86832], [-3.67709, -2.24703, 1.07723], [-3.83353, -2.24458, -0.12352], [-3.76977, -3.56027, 1.81310], [-2.87237, -3.90943, 2.81852], [-2.92125, -5.17150, 3.39269], [-3.88234, -6.08395, 2.97944], [-4.78467, -5.73733, 1.98202], [-4.71979, -4.48453, 1.39185], [-2.67795, 0.06272, 1.26353], [-2.40371, 0.06610, -0.00923], [-2.26949, 1.15491, 2.07704], [-2.60192, 1.15610, 3.43112], [-1.55706, 2.31353, 1.50315], [-1.01591, 2.29362, 0.33311], [-0.40238, 3.50205, -0.24158], [-1.26546, 4.02011, -1.38163], [-0.30950, 5.64649, -2.39505], [-0.44878, 6.91801, -0.71280], [-1.55825, 7.73985, -0.53368], [-1.64240, 8.56907, 0.57768], [-0.61861, 8.58313, 1.51459], [0.48835, 7.76410, 1.34180], [0.57568, 6.93495, 0.23153], [-1.48920, 3.53673, 2.36684], [-0.33176, 3.81158, 3.08705], [-0.26793, 4.93745, 3.89337], [-1.35462, 5.79710, 3.97457], [-2.50662, 5.52820, 3.24988], [-2.57952, 4.39299, 2.45483], [-4.08360, -0.78526, 5.81801], [-4.38314, 0.94657, 5.69923], [-2.77494, 0.36056, 6.10669], [-4.17679, -1.79498, 3.67964], [-2.12891, -3.19275, 3.14648], [-2.21152, -5.44232, 4.16432], [-3.92730, -7.06551, 3.43359], [-5.53324, -6.44837, 1.65753], [-5.39406, -4.21308, 0.58975], [-2.30188, 1.99894, 4.04342], [0.58138, 3.22729, -0.61742], [-0.26205, 4.28701, 0.49598], [-2.23148, 4.37438, -1.02136], [-1.44853, 3.25224, -2.13520], [-2.35549, 7.73507, -1.26632], [-2.50667, 9.20887, 0.70661], [-0.68379, 9.23275, 2.37871], [1.28836, 7.76690, 2.07226], [1.44301, 6.29884, 0.09889], [0.52190, 3.14939, 3.00020], [0.63609, 5.14842, 4.45058], [-1.30093, 6.68177, 4.59579], [-3.35141, 6.20253, 3.30363], [-3.48236, 4.17148, 1.89738], [-1.83736, -0.97359, -5.38607], [-1.51001, -1.99213, -4.02868], [-1.65612, -3.38628, -4.17148], [-1.43326, -4.22519, -3.12230], [-1.64411, -5.93822, -3.32554], [-1.02079, -3.71267, -1.86804], [-0.74369, -4.47982, -0.72043], [-0.32193, -3.86099, 0.42468], [-0.18441, -2.46456, 0.43979], [-0.44483, -1.72372, -0.60981], [-0.85639, -2.31910, -1.75548], [-1.15149, -1.42020, -2.82911], [-1.05725, -0.12544, -2.61858], [-1.96116, -3.78334, -5.12964], [-0.86777, -5.55383, -0.75682], [-0.10244, -4.42920, 1.31723], [0.14990, -1.94275, 1.33075], [3.11428, -1.46102, -1.81509], [3.74832, -0.27010, -1.08127], [5.14490, -0.00837, -1.65349], [3.88240, -0.61719, 0.40732], [2.56928, 1.19959, -1.24592], [1.12791, 0.74067, -0.63921], [3.14023, 2.67185, -0.20423], [3.61574, 3.85787, -0.76809], [3.96422, 4.94762, 0.02292], [3.83398, 4.87577, 1.40198], [3.35006, 3.71076, 1.98575], [3.00819, 2.62734, 1.18911], [2.40501, 1.82893, -3.01287], [1.14614, 2.15442, -3.52151], [0.98496, 2.70781, -4.78464], [2.09627, 2.96050, -5.57422], [3.36107, 2.65216, -5.09277], [3.50982, 2.09381, -3.83047], [3.75246, -2.34670, -1.71622], [2.99141, -1.25676, -2.88250], [2.13173, -1.70529, -1.40523], [5.81601, -0.82916, -1.37639], [5.58372, 0.91728, -1.26800], [5.13139, 0.04253, -2.74334], [4.48854, -1.52319, 0.52093], [2.90685, -0.80803, 0.86381], [4.37336, 0.18151, 0.96821], [3.70111, 3.94452, -1.84517], [4.32756, 5.85634, -0.44185], [4.10394, 5.72363, 2.02000], [3.24437, 3.64822, 3.06298], [2.61568, 1.73044, 1.65901], [0.25908, 1.94569, -2.94008], [-0.00976, 2.92823, -5.15386], [1.97855, 3.39063, -6.56083], [4.23590, 2.84655, -5.70109], [4.51238, 1.88075, -3.47717]],
  "atomic_forces_ev_per_a": [[0.74, 0.18, 0.38], [0.00, 0.00, -0.03], [-0.01, 0.00, 0.06], [-0.08, 0.00, 0.02], [0.15, -0.04, 0.02], [0.03, -0.04, 0.04], [-0.11, 0.04, -0.02], [0.06, 0.03, 0.01], [-0.04, 0.00, 0.02], [0.00, 0.00, 0.00], [0.00, 0.01, -0.01], [0.01, 0.01, 0.00], [0.03, -0.04, -0.03], [-0.03, 0.17, 0.01], [-0.35, -0.12, 0.26], [-0.07, -0.01, -0.05], [-0.01, 0.02, 0.07], [0.05, 0.06, -0.12], [-0.12, 0.32, 0.16], [-0.10, -0.10, -0.04], [-0.01, 0.00, 0.02], [0.02, 0.00, 0.03], [0.00, 0.02, 0.00], [0.00, 0.00, 0.02], [0.00, -0.01, -0.01], [-0.01, -0.01, 0.00], [-0.01, -0.02, 0.01], [0.01, 0.01, 0.00], [0.03, 0.01, -0.04], [0.01, -0.02, -0.03], [0.00, 0.03, 0.00], [0.00, 0.01, -0.01], [0.00, -0.01, -0.01], [0.00, 0.01, -0.03], [0.00, 0.00, 0.00], [0.00, -0.01, -0.01], [0.00, 0.00, 0.00], [0.00, 0.01, -0.01], [0.02, -0.02, -0.01], [-0.01, 0.00, 0.00], [0.00, 0.00, 0.00], [0.00, 0.00, 0.00], [0.01, 0.01, 0.01], [-0.02, -0.02, -0.01], [0.02, -0.04, -0.01], [0.00, 0.05, 0.11], [0.00, -0.02, 0.00], [0.00, -0.01, -0.02], [0.00, 0.00, 0.00], [0.01, -0.01, 0.00], [0.00, 0.00, -0.01], [0.00, 0.00, -0.01], [0.00, 0.00, 0.01], [-0.01, 0.00, 0.00], [0.00, 0.00, 0.00], [0.00, 0.00, 0.00], [0.00, -0.01, 0.00], [0.01, 0.01, 0.01], [0.00, 0.00, 0.00], [-0.09, 0.00, -0.01], [-0.01, 0.02, -0.02], [0.01, 0.00, 0.01], [0.00, 0.00, 0.01], [0.11, 0.02, 0.02], [0.01, -0.04, 0.00], [0.02, 0.02, 0.04], [0.09, -0.02, 0.06], [-0.10, -0.27, -0.13], [-0.21, -0.08, -0.24], [0.05, -0.02, -0.11], [-0.04, -0.17, -0.32], [0.00, 0.00, 0.00], [0.00, 0.00, 0.00], [0.00, 0.00, 0.00], [-0.01, -0.01, 0.01], [0.05, 0.00, -0.02], [-0.04, -0.05, -0.05], [0.01, 0.00, 0.03], [-0.01, -0.03, 0.00], [0.08, 0.08, 0.12], [-0.05, 0.11, -0.17], [0.01, 0.00, -0.01], [0.02, -0.01, 0.02], [-0.01, -0.02, 0.01], [-0.02, -0.01, -0.01], [0.02, 0.00, -0.02], [-0.04, 0.00, 0.01], [-0.04, 0.03, -0.01], [0.03, -0.06, -0.07], [0.01, -0.02, 0.00], [-0.01, 0.00, 0.01], [0.00, -0.01, 0.02], [0.04, 0.05, 0.03], [-0.01, 0.00, 0.00], [0.00, 0.00, 0.01], [0.01, 0.00, 0.01], [0.00, 0.01, -0.01], [-0.01, -0.02, 0.00], [0.00, -0.01, 0.04], [-0.01, 0.00, 0.00], [0.01, 0.02, -0.01], [0.00, -0.02, -0.01], [0.00, 0.00, 0.00], [0.00, -0.01, 0.00], [0.00, 0.00, 0.00], [0.00, 0.00, -0.01], [0.00, 0.02, -0.01], [-0.05, -0.03, 0.04], [0.01, 0.00, 0.00], [0.00, 0.00, 0.00], [-0.01, 0.00, 0.00], [-0.05, 0.03, -0.02]],
  "de_lowest_kcal_mol": 0.0,
  "energy_ev": -131269.3133,
  "mol_weight_g_mol": 1062.44,
  "spin_multiplicity": 2
}

=====

(4)
{
  "formula": "C26H21F2MgN5O3S",
  "method": "ωB97M-V/def2-TZVPD",
  "elements": ["Mg", "C", "C", "N", "N", "C", "N", "S", "C", "C", "C", "C", "C", "N", "H", "H", "H", "H", "H", "H", "H", "H", "H", "H", "F", "C", "C", "C", "C", "C", "F", "C", "C", "C", "C", "C", "C", "N", "H", "H", "H", "H", "H", "H", "O", "C", "C", "C", "C", "C", "C", "C", "O", "O", "H", "H", "H", "H", "H"],
  "positions_angstrom": [[-0.03778, 0.11227, -0.20197], [0.67517, -2.27525, -3.65992], [1.08607, -1.23941, -2.66245], [1.36625, -1.48669, -1.44079], [1.27221, -2.78273, -1.03150], [1.66040, -3.11459, 0.23985], [1.16272, -4.32062, 0.60201], [2.70197, -2.21642, 1.17632], [1.19058, 0.20553, -3.03327], [1.57849, 0.59607, -4.30304], [1.72806, 1.94868, -4.55945], [1.47209, 2.85786, -3.54732], [1.06754, 2.37902, -2.31232], [0.92944, 1.08015, -2.05359], [-0.15231, -2.86541, -3.25715], [0.32860, -1.81594, -4.58218], [1.50149, -2.95372, -3.88798], [0.55987, -3.36096, -1.46851], [0.24343, -4.57407, 0.24538], [1.36373, -4.58167, 1.55439], [1.77870, -0.14312, -5.06657], [2.04155, 2.28679, -5.53840], [1.56443, 3.92288, -3.70828], [0.82217, 3.05732, -1.50373], [-4.55637, 3.09801, -1.54703], [-3.38715, 3.00087, -0.87463], [-2.69220, 1.80922, -0.87135], [-1.47921, 1.69234, -0.18549], [-1.01525, 2.83747, 0.51165], [-1.75198, 4.01982, 0.46403], [-1.31441, 5.15013, 1.08453], [-2.93929, 4.13377, -0.22065], [0.27739, 2.72833, 1.24786], [0.71840, 3.63718, 2.21618], [1.94237, 3.45444, 2.82783], [2.73662, 2.37168, 2.47844], [2.23853, 1.49694, 1.53690], [1.04555, 1.65351, 0.94522], [-3.11367, 0.96566, -1.40963], [-3.48796, 5.06428, -0.24102], [0.09589, 4.47315, 2.48706], [2.27677, 4.15825, 3.58004], [3.70502, 2.20072, 2.92746], [2.79455, 0.61437, 1.23784], [-0.30976, -0.58319, 1.87984], [-0.90588, -1.72520, 2.37736], [-0.91478, -1.92400, 3.75008], [-1.50590, -3.05543, 4.28402], [-2.07928, -4.00193, 3.44476], [-2.03409, -3.80443, 2.07498], [-1.45806, -2.66900, 1.51196], [-1.36831, -2.57389, 0.00172], [-1.37153, -3.62485, -0.64915], [-1.20004, -1.40764, -0.47365], [0.11355, -0.10140, 2.59883], [-0.45560, -1.18695, 4.40022], [-1.51345, -3.19659, 5.35712], [-2.54788, -4.88625, 3.85555], [-2.44747, -4.53536, 1.39161]],
  "atomic_forces_ev_per_a": [[0.04, 0.43, 0.11], [0.00, 0.05, -0.08], [0.07, 0.22, 0.03], [-0.05, -0.04, 0.05], [0.37, 0.36, -0.05], [0.06, -0.29, -0.17], [0.09, 0.05, 0.31], [-0.17, -0.06, -0.07], [-0.09, -0.31, 0.24], [0.02, 0.07, -0.10], [0.01, 0.02, -0.04], [0.00, 0.02, -0.02], [-0.08, -0.11, 0.08], [0.03, -0.22, -0.26], [-0.02, 0.02, -0.03], [0.02, -0.02, 0.00], [-0.02, 0.00, 0.05], [-0.08, 0.03, 0.10], [0.07, 0.02, -0.03], [-0.01, -0.02, -0.05], [0.00, 0.02, 0.01], [0.00, 0.01, 0.00], [0.01, -0.02, 0.00], [-0.01, -0.05, 0.01], [0.02, -0.04, 0.00], [-0.06, 0.04, -0.02], [0.09, -0.04, 0.08], [-0.06, 0.50, 0.08], [0.13, -0.18, 0.01], [0.01, 0.00, 0.04], [-0.03, 0.03, -0.04], [-0.03, 0.00, -0.02], [0.07, -0.20, -0.14], [-0.03, 0.03, 0.00], [0.05, 0.02, 0.04], [0.01, 0.05, 0.04], [-0.19, -0.08, -0.18], [0.11, 0.23, 0.23], [0.01, 0.03, 0.00], [0.00, -0.02, -0.01], [0.04, -0.02, 0.02], [-0.01, 0.00, -0.01], [-0.02, 0.00, -0.01], [-0.02, 0.01, 0.00], [-0.10, -0.29, -0.03], [0.08, 0.18, -0.09], [-0.07, -0.05, 0.06], [0.00, -0.02, -0.01], [0.01, 0.02, -0.03], [-0.05, -0.01, 0.02], [-0.03, -0.07, -0.01], [0.24, 0.58, 0.36], [-0.19, -0.24, -0.20], [-0.28, -0.66, -0.29], [0.05, 0.00, -0.01], [0.00, 0.00, -0.01], [0.00, 0.00, -0.01], [0.01, 0.01, -0.01], [0.00, -0.01, 0.02]],
  "de_lowest_kcal_mol": 6.7,
  "energy_ev": -62614.5294,
  "mol_weight_g_mol": 545.85
}